Arrangement A

A cluster of 2 separate species, C3H6N2S in total, computed with the ωB97M-V functional and the def2-TZVPD basis.

Each line ends with the natural charge from an NBO analysis.
Element x y z (Å)
C 2.902 -0.044 0.446  -0.230
C 3.228 0.041 -0.709  -0.273
C -2.062 1.083 0.012  -0.802
N -0.019 -0.772 0.330  -0.164
N -0.943 -1.409 0.138  -0.257
S -2.599 -0.573 -0.324  0.148
H 2.620 -0.270 1.529  0.257
H -0.985 -2.454 0.261  0.356
H 3.514 0.231 -1.753  0.243
H -2.611 1.734 -0.648  0.240
H -0.903 1.026 -0.333  0.261
H -2.142 1.407 1.052  0.222

Results
2S+1: 1
Orbital gap (Ha): 0.328
LUMO energy (eV): 0.48

***

Arrangement B

An isolated molecule of C3H6N2S, computed with the ωB97M-V functional and the def2-TZVPD basis.

Each line ends with the natural charge from an NBO analysis.
Element x y z (Å)
C 0.082 -1.455 -0.100  0.109
C 0.525 -0.267 0.426  -0.426
C 0.097 1.085 -0.001  0.071
H -0.901 -0.871 -1.702  0.426
H -1.136 -2.720 -1.408  0.416
H 0.499 -2.250 0.624  0.204
H 0.953 -0.384 1.435  0.209
H -0.023 3.121 0.767  0.403
H 0.508 1.947 1.877  0.382
N -0.584 -1.751 -1.264  -0.819
N 0.499 2.083 0.803  -0.782
S -0.522 1.461 -1.457  -0.194

Results
SMILES string: N/C=C\C(N)=S
2S+1: 1
Orbital gap (Ha): 0.323
LUMO energy (eV): 0.57

***

Arrangement C

An isolated molecule of C3H6N2S, computed with the ωB97M-V functional and the def2-TZVPD basis.

Each line ends with the natural charge from an NBO analysis.
Element x y z (Å)
C 0.660 0.107 0.090  0.317
C -1.549 -0.420 0.238  -0.092
C 2.056 0.418 0.496  -0.706
N -0.230 -0.505 0.711  -0.456
N -1.768 -0.015 -1.204  -0.758
S -0.447 0.904 -1.657  0.183
H -2.080 -1.424 0.554  0.204
H -2.022 0.308 0.870  0.197
H 2.681 0.437 -0.413  0.240
H 2.573 -0.349 1.199  0.251
H 1.855 1.406 0.940  0.253
H -1.729 -0.866 -1.825  0.366

Results
SMILES string: CC1=NCNS1
2S+1: 1
Orbital gap (Ha): 0.331
LUMO energy (eV): 0.73

***

Going by the energies, arrangement B is most stable and the next is 0.748 eV up.

***

Arrangement A

An isolated molecule of C3H6N2S, computed with the ωB97M-V functional and the def2-TZVPD basis.

Each line ends with the natural charge from an NBO analysis.
Element x y z (Å)
C 0.262 2.313 1.222  -0.428
C -0.612 0.389 -0.108  0.358
C 0.720 -0.359 -0.011  -0.354
H 0.030 3.375 1.319  0.210
H 1.216 2.249 0.764  0.179
H 0.333 1.918 2.230  0.203
H -2.510 0.161 -0.596  0.391
H -1.571 -1.222 -0.850  0.390
H 1.552 0.331 0.156  0.203
N -0.742 1.519 0.467  -0.457
N -1.610 -0.208 -0.888  -0.805
S 0.950 -1.878 -0.418  0.111

Results
SMILES string: C/N=C(/N)C=S
2S+1: 1
Orbital gap (Ha): 0.291
LUMO energy (eV): -0.87

***

Arrangement B

An isolated molecule of C3H6N2S, computed with the ωB97M-V functional and the def2-TZVPD basis.

Each line ends with the natural charge from an NBO analysis.
Element x y z (Å)
C -0.518 0.057 -0.037  0.470
C 0.783 0.471 -0.355  -0.457
C 1.917 -0.268 -0.044  -0.266
H -1.848 -1.307 0.544  0.392
H -0.219 -1.835 0.604  0.409
H -1.333 1.907 -0.431  0.399
H -2.415 0.815 0.176  0.375
H 0.887 1.447 -0.814  0.218
H 1.687 -1.169 0.530  0.157
N -0.856 -1.067 0.596  -0.779
N -1.578 0.915 -0.375  -0.795
S 3.492 0.035 -0.395  -0.121

Results
SMILES string: NC(N)=CC=S
2S+1: 1
Orbital gap (Ha): 0.295
LUMO energy (eV): 0.33

***

Going by the energies, arrangement B is most stable and the next is 0.765 eV up.